1.
Density functional theory data (ωB97M-V/def2-TZVPD) for the molecule C20H24N2O3S at a distorted geometry.

CARTESIAN COORDINATES (ANGSTROEM)
C: -3.65970 -4.19380 -0.92887
C: -3.75244 -2.67570 -0.94155
H: -4.77897 -2.35653 -0.71239
H: -3.47822 -2.28766 -1.93340
O: -2.86061 -2.18776 0.03724
C: -2.76534 -0.84650 0.23268
C: -3.45629 0.11904 -0.48937
C: -3.27724 1.46424 -0.22052
C: -2.40822 1.88657 0.77145
C: -1.71524 0.92408 1.49422
C: -1.89025 -0.42716 1.25053
O: -1.26381 -1.36728 2.04269
C: 0.10823 -1.58591 1.77195
C: 0.32803 -2.38615 0.49302
H: 1.38509 -2.60818 0.37115
H: -0.01855 -1.81890 -0.36742
H: -0.23420 -3.31466 0.54278
H: 0.64599 -0.62887 1.71307
H: 0.47755 -2.14514 2.63566
H: -1.03732 1.21604 2.28439
C: -2.16422 3.35037 1.00849
H: -3.09386 3.91340 0.91590
H: -1.76372 3.50579 2.01267
C: -1.16125 3.88443 -0.02974
N: 0.06272 3.12272 -0.01573
C: 0.26866 2.11228 -0.90351
O: -0.42544 1.97295 -1.89815
C: 1.41114 1.24656 -0.58788
C: 2.25474 1.27070 0.51925
C: 3.14912 0.21415 0.34867
C: 2.83071 -0.42985 -0.85549
N: 1.77224 0.20389 -1.41128
C: 1.15179 -0.16318 -2.65418
H: 0.07500 -0.27100 -2.52280
H: 1.31592 0.60849 -3.40864
H: 1.58080 -1.10380 -2.99457
C: 3.66607 -1.53510 -1.13923
C: 4.58682 -1.70669 -0.15764
S: 4.48475 -0.55198 1.13721
H: 5.34844 -2.45925 -0.10295
H: 3.59727 -2.16478 -2.00765
H: 2.23980 1.95800 1.34175
H: 0.58344 3.12128 0.84536
H: -1.57678 3.78131 -1.03420
H: -0.93470 4.93670 0.16564
H: -3.82317 2.19332 -0.80028
H: -4.13634 -0.16874 -1.27545
H: -3.90902 -4.56899 0.05972
H: -4.34806 -4.61405 -1.65665
H: -2.64770 -4.50627 -1.17185

Output
Structure (SMILES): CCOc1ccc(CCNC(=O)c2cc3sccc3n2C)cc1OCC
ΔE to the lowest compared entry with this formula, charge and spin: 48.7 kcal per mole
2S+1: 1
Total energy: -1509.9381 hartree

=====

2.
Density functional theory data (ωB97M-V/def2-TZVPD) for a cluster of 2 separate species, CH5FN4 in total at a distorted geometry.

CARTESIAN COORDINATES (ANGSTROEM)
C: -1.36645 -0.62500 -0.44935
N: -1.75202 -1.76581 -0.50787
N: 1.30398 0.07838 -0.79543
N: 0.31049 0.97532 -0.22573
N: -0.97872 0.53278 -0.29340
F: 0.88543 1.14920 2.61223
H: -1.85327 -2.30649 0.40265
H: 1.54887 -0.61010 -0.17229
H: 0.79460 -0.52461 -1.42538
H: 0.54769 1.32627 1.72759
H: 0.55939 1.77006 -0.87303

Output
Structure (SMILES): N=C=NNN.F
ΔE to the lowest compared entry with this formula, charge and spin: 3.1 kcal per mole
2S+1: 1
Total energy: -359.8889 hartree

=====

3.
Density functional theory data (ωB97M-V/def2-TZVPD) for a structure of composition C21H14CoN9O11S at a distorted geometry.

CARTESIAN COORDINATES (ANGSTROEM)
Co: 0.97409 0.69343 1.33933
N: -1.03897 2.38884 4.66073
C: -0.32980 1.69299 3.73811
S: -0.62064 2.07221 2.06637
N: 0.49742 0.74459 4.09900
N: 1.13857 0.16729 3.09335
C: 1.82811 -0.91734 3.28917
C: 2.43567 -1.46167 2.12215
C: 3.12322 -2.67891 2.04830
C: 3.56741 -3.13141 0.82670
C: 3.35004 -2.35055 -0.30619
C: 2.67650 -1.15107 -0.16565
N: 2.22760 -0.72434 1.00417
H: -1.48113 3.22202 4.31557
H: -0.69082 2.38681 5.60487
H: 1.88118 -1.35773 4.27463
H: 3.25183 -3.25608 2.95357
H: 4.06906 -4.08529 0.73496
H: 3.66948 -2.67756 -1.28406
H: 2.45258 -0.53230 -1.02529
N: 3.42755 1.78491 2.00830
C: 2.33446 1.99368 1.43145
H: 4.13339 2.51455 1.91882
O: -2.16065 6.09624 -2.61303
N: -2.02589 5.01548 -3.16592
O: -2.55313 4.73205 -4.23110
C: -1.19850 4.02765 -2.52841
C: -0.50436 4.35008 -1.36555
C: 0.29600 3.40687 -0.74670
C: 0.32851 2.03706 -1.21270
O: 0.80409 1.08409 -0.53832
C: -0.30789 1.80964 -2.47874
C: -1.07940 2.77253 -3.09835
N: -0.22182 0.51355 -3.10572
O: -1.07945 0.21804 -3.92534
O: 0.71679 -0.21350 -2.82570
N: 1.00048 3.78753 0.38081
O: 0.80972 4.83854 1.00607
O: 2.21662 3.15592 0.65961
H: -0.56625 5.34652 -0.95706
H: -1.59865 2.53704 -4.01433
O: -2.40549 -0.03368 0.99493
C: -1.54636 -0.85904 0.70934
O: -0.29951 -0.86574 1.02383
C: -1.93869 -2.06613 -0.12266
C: -3.25941 -2.48993 -0.21095
C: -3.57808 -3.60365 -0.96377
C: -2.56871 -4.29129 -1.62906
C: -1.24495 -3.87043 -1.55370
C: -0.93489 -2.75780 -0.79852
N: -2.89653 -5.45623 -2.41698
O: -1.98441 -6.08083 -2.93266
O: -4.07098 -5.76958 -2.52534
H: -4.02499 -1.93547 0.31315
H: -4.59574 -3.95425 -1.05061
H: -0.48638 -4.41760 -2.09272
H: 0.08207 -2.40072 -0.73213

Output
ΔE to the lowest compared entry with this formula, charge and spin: 0.0 kcal per mole
2S+1: 2
Total energy: -3909.8333 hartree
⟨S²⟩: 0.768
Net charge: -1

=====

4.
Density functional theory data (ωB97M-V/def2-TZVPD) for a cluster of 2 separate species, C28H28BF3N2O3 in total at a distorted geometry.

CARTESIAN COORDINATES (ANGSTROEM)
C: 0.94475 2.10364 -1.31160
C: -0.22151 2.25926 -0.41704
N: -1.43818 2.63259 -0.90578
C: -2.45668 3.27673 -0.15919
C: -2.36706 3.86028 1.09352
C: -3.48495 4.61382 1.52547
C: -4.65645 4.73826 0.73787
C: -4.73436 4.11983 -0.50726
C: -3.62548 3.39040 -0.95430
C: -3.34348 2.75895 -2.21458
C: -1.98109 2.31439 -2.17441
C: -1.40132 1.68554 -3.26771
C: -2.21415 1.46808 -4.40491
C: -3.54838 1.92141 -4.45446
C: -4.12211 2.59357 -3.36229
H: 1.85483 2.05568 -0.68513
H: 0.81118 1.14839 -1.84493
H: 1.07283 2.97689 -1.99211
H: -0.02750 2.73935 0.54521
H: -1.47628 3.71496 1.71340
H: -3.45241 5.12935 2.48930
H: -5.50111 5.33850 1.08959
H: -5.60727 4.22079 -1.16604
H: -0.35606 1.37847 -3.24464
H: -1.77969 0.94975 -5.26575
H: -4.13829 1.77225 -5.36167
H: -5.14471 3.01188 -3.38369
C: -3.52678 -2.69139 -1.84597
O: -2.38543 -3.47006 -1.40502
C: -1.34010 -2.81783 -0.82965
C: -1.28233 -1.40164 -0.65209
C: -0.24837 -0.86764 0.09906
C: 0.86312 -1.66166 0.44212
N: 1.76372 -0.81703 1.16069
C: 3.02876 -1.23434 1.68985
O: 3.87220 -0.46804 2.11325
O: 3.14562 -2.57906 1.62846
C: 4.34502 -3.27324 2.19967
C: 4.34487 -3.11856 3.70146
C: 5.60251 -2.74025 1.56264
C: 4.17524 -4.73323 1.83601
C: 1.16313 0.44923 1.26299
B: 1.98154 1.66503 1.96718
F: 1.18498 2.83644 2.00998
F: 2.18178 1.22337 3.25944
F: 3.10801 1.89433 1.18424
C: -0.09864 0.46699 0.69106
C: 0.82567 -3.03306 0.25417
C: -0.27424 -3.61862 -0.35442
H: -4.19723 -3.44793 -2.26515
H: -4.01246 -2.17791 -1.00011
H: -3.24313 -1.95997 -2.62153
H: -2.07770 -0.73912 -1.05254
H: 3.44705 -3.57932 4.12918
H: 5.21033 -3.64020 4.12332
H: 4.39990 -2.06692 3.98963
H: 5.55205 -2.87528 0.47659
H: 5.73335 -1.68457 1.80439
H: 6.47330 -3.30146 1.92167
H: 4.12246 -4.87074 0.75214
H: 5.03485 -5.30816 2.19523
H: 3.28099 -5.16180 2.29843
H: -1.07537 0.99641 1.05714
H: 1.63495 -3.66805 0.58494
H: -0.31870 -4.69773 -0.48532

Output
2S+1: 1
Total energy: -1743.5935 hartree